a:
The following is a DFT calculation (ωB97M-V/def2-TZVPD) of a 2-piece molecular cluster, C3H9N2 overall.

Geometry as XYZ:
```
14
Properties=species:S:1:pos:R:3:mulliken_charge:R:1
C -0.66 -0.57 -1.26 -0.13
N -1.64 0.26 -1.34 -0.23
H 0.23 -0.45 -1.85 0.34
H -0.79 -1.52 -0.76 0.24
H -2.46 0.16 -0.75 0.28
H -1.55 1.20 -1.71 0.29
C 0.86 1.25 1.02 -0.88
C 1.03 -1.07 1.13 -0.15
N 0.55 -0.08 0.52 -0.14
H 1.75 1.26 1.65 0.33
H 0.04 1.62 1.63 0.32
H 1.00 1.95 0.19 0.29
H 0.77 -2.12 0.96 0.19
H 1.77 -0.97 1.92 0.24
```

* gap between HOMO and LUMO: 10.82 eV
* total charge: +1

b:
The following is a DFT calculation (ωB97M-V/def2-TZVPD) of an isolated ion of composition C3H9N2 and charge +1.

Geometry as XYZ:
```
14
Properties=species:S:1:pos:R:3:mulliken_charge:R:1
C -0.03 1.02 0.14 -0.43
C 1.42 -0.63 1.08 -0.23
C -1.15 -0.66 -1.24 -0.92
N 1.25 0.58 0.76 0.02
N -0.87 -0.11 0.08 -0.33
H -0.39 1.85 0.76 0.37
H 0.24 1.43 -0.85 0.36
H 0.60 -1.32 0.90 0.38
H 2.34 -0.96 1.54 0.29
H -1.65 -1.62 -1.12 0.33
H -1.80 -0.01 -1.84 0.34
H -0.22 -0.82 -1.77 0.35
H 1.97 1.28 0.90 0.25
H -1.71 -0.03 0.64 0.21
```

* gap between HOMO and LUMO: 9.42 eV
* structure (SMILES): C=[NH+]CNC
* total charge: +1

c:
The following is a DFT calculation (ωB97M-V/def2-TZVPD) of an isolated ion of composition C3H9N2 and charge +1.

Geometry as XYZ:
```
14
Properties=species:S:1:pos:R:3:mulliken_charge:R:1
C -1.52 -0.49 -1.84 -1.16
C -1.08 -0.69 -0.38 -0.18
N 1.84 0.85 1.34 -0.30
C 0.87 0.04 1.01 0.15
N 0.00 0.28 0.05 -0.24
H -2.52 -0.83 -1.94 0.35
H -0.91 -1.07 -2.60 0.30
H -1.41 0.51 -2.13 0.36
H -0.74 -1.78 -0.09 0.30
H -2.02 -0.47 0.23 0.26
H 2.26 1.48 0.66 0.26
H 2.16 0.67 2.21 0.24
H 0.72 -0.78 1.57 0.38
H -0.09 1.24 -0.37 0.28
```

* gap between HOMO and LUMO: 11.20 eV
* structure (SMILES): CC/[NH+]=C/N
* total charge: +1

It is c that is the most stable of them.

a:
The following is a DFT calculation (ωB97M-V/def2-TZVPD) of a 2-piece molecular cluster, C3H9N2 overall.

Geometry as XYZ:
```
14
Properties=species:S:1:pos:R:3:mulliken_charge:R:1
C -1.24 -0.49 1.39 -1.14
C -1.16 0.07 0.00 0.89
C 0.07 0.40 -0.50 -0.36
N 3.77 -0.08 -0.13 -0.65
N -2.21 0.17 -0.77 -0.33
H -1.60 -1.52 1.35 0.38
H -1.94 0.06 1.99 0.38
H -0.23 -0.45 1.81 0.35
H 0.40 0.18 -1.52 0.30
H 3.77 0.08 -1.13 0.23
H 4.66 0.23 0.23 0.24
H 2.98 0.46 0.20 0.21
H -2.20 0.17 -1.78 0.25
H -3.11 0.28 -0.32 0.27
```

* gap between HOMO and LUMO: 5.15 eV
* total charge: +1

b:
The following is a DFT calculation (ωB97M-V/def2-TZVPD) of a 2-piece molecular cluster, C3H9N2 overall.

Geometry as XYZ:
```
14
Properties=species:S:1:pos:R:3:mulliken_charge:R:1
C 0.28 -0.32 1.05 -0.52
N 0.37 1.09 1.22 -0.46
H -0.57 -0.77 1.56 0.44
H 1.25 -0.79 1.17 0.39
H 1.22 1.32 0.72 0.23
H 0.39 1.49 2.15 0.27
C 0.00 -1.41 -0.76 -0.68
C -0.01 -0.11 -1.24 0.15
N -1.15 0.66 -1.23 -0.47
H 0.90 -2.00 -0.59 0.35
H -0.87 -2.02 -0.51 0.36
H 0.92 0.41 -1.39 0.41
H -1.56 0.95 -0.35 0.27
H -1.17 1.48 -1.82 0.28
```

* gap between HOMO and LUMO: 9.55 eV
* total charge: +1

c:
The following is a DFT calculation (ωB97M-V/def2-TZVPD) of an isolated ion of composition C3H9N2 and charge +1.

Geometry as XYZ:
```
14
Properties=species:S:1:pos:R:3:mulliken_charge:R:1
C -1.70 0.01 -1.24 -1.04
C -0.56 -0.79 -0.66 -0.32
N 0.33 0.21 -0.06 -0.30
C 1.11 -0.03 0.92 0.00
N 1.63 0.65 1.96 -0.31
H -1.48 1.08 -1.28 0.32
H -2.58 -0.03 -0.69 0.34
H -1.99 -0.18 -2.33 0.29
H 0.06 -1.27 -1.42 0.34
H -0.86 -1.39 0.21 0.37
H 0.67 0.90 -0.85 0.35
H 1.53 -0.99 0.77 0.37
H 1.54 1.71 2.21 0.32
H 2.30 0.11 2.46 0.28
```

* gap between HOMO and LUMO: 10.32 eV
* structure (SMILES): CCNC=[NH2+]
* total charge: +1

It is c that is the most stable of them.

a:
The following is a DFT calculation (ωB97M-V/def2-TZVPD) of a 2-piece molecular cluster, C3H9N2O2 overall.

Geometry as XYZ:
```
16
Properties=species:S:1:pos:R:3:mulliken_charge:R:1
C -0.87 2.53 0.68 -0.51
C 1.01 -2.19 -0.70 -0.74
C -0.80 1.83 -0.44 -0.62
N 0.04 -1.35 -0.07 0.77
N 0.24 -0.32 0.60 -0.20
O -1.23 -1.72 -0.25 -0.41
O 1.52 0.00 0.76 -0.30
H -1.75 2.53 1.30 0.24
H -1.85 -1.14 0.23 0.42
H -0.05 3.15 1.02 0.32
H 1.87 -1.60 -1.00 0.31
H 0.55 -2.69 -1.55 0.33
H 1.34 -2.96 0.01 0.35
H 0.06 1.88 -1.09 0.32
H -1.64 1.26 -0.81 0.30
H 1.55 0.81 1.31 0.42
```

* gap between HOMO and LUMO: 8.70 eV
* total charge: +1

b:
The following is a DFT calculation (ωB97M-V/def2-TZVPD) of a 3-piece molecular cluster, C3H9N2O2 overall.

Geometry as XYZ:
```
16
Properties=species:S:1:pos:R:3:mulliken_charge:R:1
C 0.00 -0.60 -1.53 -0.51
C -0.27 -0.16 -0.27 -0.29
N 0.56 -0.85 0.55 -0.02
C 1.10 -1.86 -0.11 -0.11
N 0.95 -1.69 -1.41 -0.05
H -0.51 -0.09 -2.40 0.33
H -0.89 0.58 0.15 0.71
H 0.56 -0.75 1.62 0.32
H 1.61 -2.86 0.20 0.35
H 1.40 -2.08 -2.24 0.27
H 2.53 2.50 2.06 0.33
H 1.16 2.56 1.06 0.34
O 1.64 2.13 1.89 -0.65
H -3.77 0.60 0.56 0.29
H -3.12 1.68 -0.36 0.32
O -2.94 0.91 0.21 -0.61
```

* gap between HOMO and LUMO: 11.12 eV
* total charge: +1

c:
The following is a DFT calculation (ωB97M-V/def2-TZVPD) of an isolated ion of composition C3H9N2O2 and charge +1.

Geometry as XYZ:
```
16
Properties=species:S:1:pos:R:3:mulliken_charge:R:1
C -0.03 -0.13 -0.53 0.72
C -1.46 1.72 0.29 -0.86
C 1.32 -1.76 1.38 -0.45
N 0.36 -0.79 -1.62 -0.31
N -0.87 0.96 -0.79 0.27
O 0.37 -0.51 0.69 -0.52
O -1.23 1.20 -2.09 -0.47
H -1.32 2.79 0.13 0.31
H -2.52 1.50 0.39 0.31
H -0.95 1.43 1.21 0.32
H 1.00 -1.66 2.40 0.24
H 1.00 -2.67 0.89 0.32
H 2.34 -1.47 1.17 0.31
H 0.03 -0.46 -2.52 0.23
H 1.00 -1.56 -1.60 0.21
H -1.07 2.15 -2.28 0.39
```

* gap between HOMO and LUMO: 10.56 eV
* structure (SMILES): CO/C(N)=[N+](\C)O
* total charge: +1

It is b that is the most stable of them.

a:
The following is a DFT calculation (ωB97M-V/def2-TZVPD) of a 2-piece molecular cluster, C4H4N2O2 overall.

Geometry as XYZ:
```
12
Properties=species:S:1:pos:R:3:mulliken_charge:R:1
C 0.80 -1.79 -0.59 -1.04
C -0.42 1.15 1.03 0.61
C 0.34 -0.39 -0.40 0.31
O -1.71 0.88 1.16 -0.40
N 0.31 0.37 -1.49 -0.47
C -0.08 1.56 -1.26 0.70
O 0.35 1.49 1.85 -0.44
N -0.46 2.43 -0.56 -0.47
H -1.93 0.84 2.11 0.34
H 0.28 -2.48 0.08 0.29
H 1.86 -1.88 -0.32 0.26
H 0.67 -2.18 -1.60 0.31
```

* gap between HOMO and LUMO: 8.90 eV
* total charge: 0

b:
The following is a DFT calculation (ωB97M-V/def2-TZVPD) of a 2-piece molecular cluster, C4H4N2O2 overall.

Geometry as XYZ:
```
12
Properties=species:S:1:pos:R:3:mulliken_charge:R:1
C 1.82 -0.79 -1.27 0.38
C 0.84 -1.62 -0.84 0.26
C -0.51 -0.30 0.22 0.61
C -0.73 1.97 0.87 -0.58
N 2.60 -0.01 -1.57 -0.39
N 0.55 -2.82 -0.94 -0.60
O -1.47 -0.81 0.72 -0.49
O -0.04 0.94 0.18 -0.27
H 0.04 2.46 1.43 0.23
H -1.51 1.40 1.57 0.29
H -1.27 2.55 0.09 0.24
H -0.32 -2.98 -0.45 0.32
```

* gap between HOMO and LUMO: 9.18 eV
* total charge: 0

It is b that is the most stable of them.

a:
The following is a DFT calculation (ωB97M-V/def2-TZVPD) of one molecule with the formula C4H4N2O2.

Geometry as XYZ:
```
12
Properties=species:S:1:pos:R:3:mulliken_charge:R:1
C -0.18 -0.66 -0.59 0.48
C -0.66 0.62 0.09 -0.20
C 0.52 1.27 0.26 0.09
C -0.28 -1.05 -1.99 0.05
H 0.92 -1.56 2.34 0.36
H -1.16 0.62 1.06 0.31
H -1.15 1.21 -0.75 0.28
H 1.48 0.82 1.05 0.23
N 0.06 -1.63 0.36 -0.34
N -0.64 -1.13 -3.15 -0.40
O 0.37 -0.92 1.54 -0.36
O 0.73 2.41 -0.22 -0.50
```

* gap between HOMO and LUMO: 8.72 eV
* structure (SMILES): N#C/C(CC=O)=N/O
* total charge: 0

b:
The following is a DFT calculation (ωB97M-V/def2-TZVPD) of one molecule with the formula C4H4N2O2.

Geometry as XYZ:
```
12
Properties=species:S:1:pos:R:3:mulliken_charge:R:1
C -0.66 -0.14 -0.20 0.51
C 0.31 0.52 -1.96 0.00
C 0.65 0.15 0.09 0.26
C 1.11 0.02 1.43 -0.01
H -2.66 -0.58 0.40 0.25
H -1.39 -1.04 1.53 0.25
H 0.29 0.86 -2.96 0.42
H 2.21 0.26 1.52 0.30
N -1.64 -0.74 0.58 -0.41
N 1.23 0.57 -1.12 -0.56
O -0.94 0.18 -1.48 -0.38
O 0.43 -0.38 2.37 -0.61
```

* gap between HOMO and LUMO: 9.53 eV
* structure (SMILES): Nc1ocnc1C=O
* total charge: 0

It is b that is the most stable of them.